[1]
{
  "formula": "C3H5NO2",
  "method": "ωB97M-V with the def2-TZVPD basis set",
  "spin_multiplicity": 1,
  "homo_lumo_gap_ha": 0.3911,
  "total_charge": 0,
  "de_lowest_kj_mol": 536.0,
  "molar_mass_da": 87.08,
  "elements": ["O", "N", "C", "C", "O", "C", "H", "H", "H", "H", "H"],
  "xyz": [[2.2960, -0.5646, -0.5252], [1.5747, 0.5190, -0.0186], [0.3387, 0.2453, 0.1346], [-0.9163, 1.0449, 0.5414], [-1.6785, 0.2042, -0.3110], [-0.7280, -0.8621, -0.2497], [3.2251, -0.2873, -0.4853], [-0.9872, 2.1074, 0.1238], [-1.4168, 0.5339, 1.7020], [-1.1768, -1.7465, 0.4623], [-0.5837, -1.2608, -1.2537]],
  "forces_ev_per_a": [[0.01, -0.13, 0.01], [-1.34, -0.21, 0.31], [-0.52, -1.02, 1.06], [-0.76, -0.92, 1.32], [-0.55, -0.32, -0.77], [-0.34, -1.07, 0.12], [-0.47, 0.14, 0.00], [-0.06, -1.13, 1.72], [2.12, 2.78, -2.67], [1.79, 2.18, -1.23], [0.11, -0.30, 0.12]]
}

=====

[2]
{
  "formula": "C3H5NO2",
  "method": "ωB97M-V with the def2-TZVPD basis set",
  "spin_multiplicity": 1,
  "homo_lumo_gap_ha": 0.4000,
  "total_charge": 0,
  "de_lowest_kj_mol": 141.2,
  "molar_mass_da": 87.08,
  "elements": ["N", "C", "O", "C", "C", "O", "H", "H", "H", "H", "H"],
  "xyz": [[-1.4238, 0.4282, 1.1580], [-0.9409, -0.2542, 0.0851], [-1.6426, -0.7126, -0.7960], [0.5632, -0.4324, 0.1048], [1.3271, -0.0543, -1.0734], [1.3131, 0.7754, 0.0897], [-0.8007, 0.9793, 1.7273], [-2.4018, 0.6774, 1.1411], [0.9424, -1.2003, 0.7806], [2.2787, -0.5389, -1.2827], [0.7853, 0.3324, -1.9346]],
  "forces_ev_per_a": [[-0.09, 0.06, -0.04], [-0.14, -0.09, -0.10], [0.20, 0.09, 0.29], [-0.06, -0.18, 0.00], [0.08, -0.10, -0.28], [0.08, 0.20, 0.11], [-0.05, -0.07, -0.10], [0.13, -0.02, 0.02], [-0.09, 0.07, -0.12], [-0.15, 0.06, 0.06], [0.10, -0.02, 0.15]]
}

=====

[3]
{
  "formula": "C3H5NO2",
  "method": "ωB97M-V with the def2-TZVPD basis set",
  "spin_multiplicity": 1,
  "homo_lumo_gap_ha": 0.3982,
  "total_charge": 0,
  "de_lowest_kj_mol": 3.7,
  "molar_mass_da": 87.08,
  "elements": ["C", "C", "O", "N", "C", "O", "H", "H", "H", "H", "H"],
  "xyz": [[1.0643, -0.0983, -1.3630], [-0.1751, -0.2132, -0.5080], [-1.2273, -0.5991, -0.9716], [-0.0855, 0.1858, 0.8223], [-1.2092, 0.2435, 1.6334], [-1.1665, 0.6173, 2.7811], [1.0603, 0.8815, -1.8539], [0.9840, -0.8560, -2.1444], [2.0104, -0.2175, -0.8286], [0.7894, 0.4785, 1.2352], [-2.1041, -0.0858, 1.0838]],
  "forces_ev_per_a": [[0.06, -0.05, -0.06], [-0.28, -0.09, -0.30], [0.32, 0.09, 0.12], [0.11, 0.01, -0.03], [0.00, 0.08, 0.27], [-0.05, -0.18, -0.47], [-0.01, -0.10, 0.14], [0.06, 0.11, 0.11], [-0.19, 0.04, 0.06], [-0.04, -0.01, -0.13], [0.02, 0.09, 0.30]]
}

=====

[4]
{
  "formula": "C3H5NO2",
  "method": "ωB97M-V with the def2-TZVPD basis set",
  "spin_multiplicity": 1,
  "homo_lumo_gap_ha": 0.3751,
  "total_charge": 0,
  "de_lowest_kj_mol": 28.0,
  "molar_mass_da": 87.08,
  "elements": ["C", "C", "O", "C", "O", "N", "H", "H", "H", "H", "H"],
  "xyz": [[-1.6740, 0.1287, 0.2086], [-0.3928, -0.5193, -0.2603], [-0.3214, -1.6370, -0.7230], [0.8233, 0.4169, -0.2517], [0.6578, 1.5717, -0.6013], [1.9997, -0.1457, 0.1234], [-2.3650, -0.6604, 0.5085], [-1.4749, 0.8119, 1.0390], [-2.1206, 0.7242, -0.5987], [2.0293, -1.1085, 0.4184], [2.8386, 0.4177, 0.1371]],
  "forces_ev_per_a": [[0.01, -0.16, 0.08], [-0.33, -0.13, -0.43], [0.11, 0.47, 0.47], [0.24, 0.11, -0.06], [0.26, -0.35, 0.20], [-0.27, 0.23, -0.04], [0.00, 0.13, -0.06], [-0.05, -0.09, -0.11], [0.20, -0.18, 0.13], [0.03, 0.10, -0.17], [-0.20, -0.14, -0.01]]
}

=====

[5]
{
  "formula": "C3H5NO2",
  "method": "ωB97M-V with the def2-TZVPD basis set",
  "spin_multiplicity": 1,
  "homo_lumo_gap_ha": 0.2758,
  "total_charge": 0,
  "de_lowest_kj_mol": 372.9,
  "molar_mass_da": 87.08,
  "elements": ["O", "C", "C", "N", "C", "O", "H", "H", "H", "H", "H"],
  "xyz": [[1.2875, 2.2066, 0.0355], [0.5377, 1.1059, 0.4159], [-1.5139, -0.8752, -0.0947], [-0.4677, -1.3238, 0.4765], [0.9621, -0.0935, 0.0268], [1.6693, -0.7685, -0.6677], [1.8452, 1.9020, -0.6943], [-0.2535, 1.2939, 1.1245], [-1.9133, 0.0774, 0.2464], [-2.0188, -1.3784, -0.9177], [-0.0893, -2.1744, 0.0606]],
  "forces_ev_per_a": [[0.30, 0.13, -0.15], [0.02, -0.21, 0.20], [0.07, -0.31, 0.31], [-0.57, 0.04, -0.41], [0.62, 0.15, -0.38], [-0.33, 0.24, 0.42], [-0.01, 0.37, 0.10], [0.13, -0.10, -0.13], [0.02, -0.11, -0.16], [-0.10, -0.13, 0.12], [-0.16, -0.08, 0.08]]
}

=====

[6]
{
  "formula": "C3H5NO2",
  "method": "ωB97M-V with the def2-TZVPD basis set",
  "spin_multiplicity": 1,
  "homo_lumo_gap_ha": 0.4147,
  "total_charge": 0,
  "de_lowest_kj_mol": 215.6,
  "molar_mass_da": 87.08,
  "elements": ["O", "C", "C", "O", "C", "N", "H", "H", "H", "H", "H"],
  "xyz": [[-1.7738, 0.4420, -0.2890], [-0.4287, 0.2609, -0.6866], [0.4501, -0.0760, 0.5262], [-0.0352, -1.1842, 1.2201], [2.8381, -0.5987, -0.3575], [1.7627, -0.3743, 0.0574], [-1.9322, 1.3897, -0.1694], [-0.3965, -0.5919, -1.3739], [-0.0276, 1.1432, -1.1986], [0.5349, 0.7961, 1.1938], [-0.9919, -1.2069, 1.0774]],
  "forces_ev_per_a": [[-0.01, 0.38, 0.07], [0.24, -0.06, -0.17], [-0.01, 0.25, -0.11], [-0.19, -0.07, -0.01], [-0.96, 0.21, 0.37], [0.98, -0.18, -0.36], [-0.04, -0.38, 0.06], [0.02, 0.13, 0.10], [-0.02, -0.16, 0.06], [-0.05, -0.15, -0.10], [0.03, 0.02, 0.10]]
}

=====

[7]
{
  "formula": "C3H5NO2",
  "method": "ωB97M-V with the def2-TZVPD basis set",
  "spin_multiplicity": 1,
  "homo_lumo_gap_ha": 0.4093,
  "total_charge": 0,
  "de_lowest_kj_mol": 39.2,
  "molar_mass_da": 87.08,
  "elements": ["O", "C", "N", "C", "O", "C", "H", "H", "H", "H", "H"],
  "xyz": [[0.1408, -0.0066, -2.0837], [0.3933, 0.2406, -0.9264], [-0.1867, -0.5852, 0.0330], [-0.5506, -0.2246, 1.3134], [-0.9960, -1.0508, 2.0757], [1.1619, 1.4457, -0.5211], [-0.6920, -1.4067, -0.2702], [-0.6474, 0.8234, 1.6088], [2.2173, 1.1960, -0.4188], [1.0702, 2.2378, -1.2578], [0.8879, 1.8797, 0.4409]],
  "forces_ev_per_a": [[0.67, -0.06, -0.18], [-1.74, -0.13, -0.95], [0.45, 0.78, 0.78], [-1.18, -0.79, 0.74], [0.21, 0.01, -0.04], [0.61, 0.56, 0.75], [0.36, -0.11, -0.36], [0.79, 0.34, -0.40], [0.10, -0.12, -0.13], [-0.07, -0.25, -0.25], [-0.19, -0.24, 0.03]]
}

=====

[8]
{
  "formula": "C3H5NO2",
  "method": "ωB97M-V with the def2-TZVPD basis set",
  "spin_multiplicity": 1,
  "homo_lumo_gap_ha": [0.2915, 0.2835],
  "total_charge": 0,
  "de_lowest_kj_mol": 599.0,
  "molar_mass_da": 87.08,
  "elements": ["C", "C", "C", "N", "O", "O", "H", "H", "H", "H", "H"],
  "xyz": [[1.2688, -0.6745, -0.2621], [1.6343, 0.4608, 0.3288], [-1.3014, 0.3425, 0.0506], [0.2104, -1.4472, 0.2232], [-0.9666, -0.8513, 0.3401], [-2.6055, 0.5887, -0.1270], [1.7870, -0.9554, -1.1498], [2.4795, 0.9662, -0.1416], [1.1079, 0.7441, 1.1702], [-0.4637, 1.0411, -0.1685], [-3.1505, -0.2150, -0.2639]],
  "forces_ev_per_a": [[-1.21, 1.10, 1.21], [1.48, -0.63, -2.44], [0.70, -0.77, -0.02], [2.06, -2.43, -0.80], [-2.09, 1.65, -0.12], [0.14, 0.22, -0.04], [0.31, -0.95, -0.49], [-0.30, 0.38, 0.70], [-0.48, 1.08, 1.79], [-1.37, 0.01, -0.03], [0.74, 0.33, 0.24]]
}

=====

[9]
{
  "formula": "C3H5NO2",
  "method": "ωB97M-V with the def2-TZVPD basis set",
  "spin_multiplicity": 1,
  "homo_lumo_gap_ha": [0.2325, 0.3083],
  "total_charge": 0,
  "de_lowest_kj_mol": 492.6,
  "molar_mass_da": 87.08,
  "elements": ["C", "C", "C", "N", "O", "O", "H", "H", "H", "H", "H"],
  "xyz": [[-1.8380, -0.2532, -0.8286], [-1.0822, -0.4201, 0.2845], [0.0977, 0.2537, 0.6131], [2.7582, -0.8973, 0.1564], [0.5434, 1.2855, -0.0954], [3.0130, 0.2430, -0.0678], [-2.6794, -0.8953, -1.0156], [-1.6194, 0.5118, -1.5495], [-1.3317, -1.2279, 0.9615], [0.6329, -0.0235, 1.5140], [1.5055, 1.4234, 0.0274]],
  "forces_ev_per_a": [[-0.19, 0.16, -0.17], [0.70, -0.23, 0.18], [-0.53, -0.79, 0.73], [0.88, 4.00, -0.80], [0.59, 0.88, -0.65], [-0.48, -4.17, 0.73], [-0.18, -0.07, -0.02], [0.08, 0.19, -0.18], [-0.05, 0.05, 0.12], [0.03, 0.12, -0.02], [-0.85, -0.14, 0.09]]
}

=====

[10]
{
  "formula": "C3H5NO2",
  "method": "ωB97M-V with the def2-TZVPD basis set",
  "spin_multiplicity": 1,
  "homo_lumo_gap_ha": 0.3956,
  "total_charge": 0,
  "de_lowest_kj_mol": 310.8,
  "molar_mass_da": 87.08,
  "elements": ["O", "C", "C", "O", "C", "N", "H", "H", "H", "H", "H"],
  "xyz": [[1.7055, 0.8080, 0.0015], [0.7926, 0.1419, -0.4225], [-0.5988, 0.3457, 0.2107], [-0.8261, 1.7247, 0.0607], [-1.6453, -0.4338, -0.4728], [-2.4325, -1.0936, -1.0049], [1.6099, -1.3328, 0.7824], [0.8858, -0.5248, -1.2967], [1.0617, -1.7960, 0.5996], [-0.5935, 0.0441, 1.2743], [0.0407, 2.1166, 0.2677]],
  "forces_ev_per_a": [[-0.47, -0.06, -0.51], [0.44, 0.44, 0.00], [-0.01, -0.06, -0.06], [-0.08, 0.21, 0.24], [-0.70, -0.55, -0.53], [0.88, 0.70, 0.57], [0.01, -0.57, 0.26], [0.00, 0.07, 0.10], [0.11, -0.42, 0.27], [0.14, 0.03, -0.33], [-0.32, 0.20, -0.01]]
}

=====

[11]
{
  "formula": "C3H5NO2",
  "method": "ωB97M-V with the def2-TZVPD basis set",
  "spin_multiplicity": 1,
  "homo_lumo_gap_ha": 0.3275,
  "total_charge": 0,
  "de_lowest_kj_mol": 319.3,
  "molar_mass_da": 87.08,
  "elements": ["O", "C", "C", "N", "C", "O", "H", "H", "H", "H", "H"],
  "xyz": [[1.0130, 1.8615, -0.4910], [0.0719, 0.9701, 0.0093], [-1.7117, -1.2443, 0.3267], [-0.4045, -1.4243, 0.1679], [0.6247, -0.4390, 0.1192], [1.7838, -0.7412, -0.0040], [1.6390, 1.3497, -1.0199], [-0.2735, 1.3259, 0.9889], [-1.8577, -0.1953, 0.6663], [-0.8090, 0.8798, -0.6401], [-0.0759, -2.3429, -0.1233]],
  "forces_ev_per_a": [[0.30, 0.04, -0.08], [-0.10, -0.01, 0.11], [0.42, -0.18, 0.45], [-0.45, -0.28, -0.15], [0.08, 0.15, -0.22], [-0.63, 0.13, 0.04], [0.13, 0.16, 0.08], [0.06, -0.07, -0.15], [0.04, -0.32, -0.25], [0.15, 0.32, -0.01], [0.00, 0.06, 0.17]]
}

=====

[12]
{
  "formula": "C3H5NO2",
  "method": "ωB97M-V with the def2-TZVPD basis set",
  "spin_multiplicity": 1,
  "homo_lumo_gap_ha": 0.3510,
  "total_charge": 0,
  "de_lowest_kj_mol": 469.1,
  "molar_mass_da": 87.08,
  "elements": ["N", "C", "O", "C", "C", "O", "H", "H", "H", "H", "H"],
  "xyz": [[1.6043, 0.5793, 0.5036], [1.5220, 0.1623, -0.5854], [-0.1856, -0.7014, -1.0811], [-0.9407, -0.9546, 0.0967], [-1.2132, 0.5103, 0.1071], [-0.5894, 1.3306, 0.7657], [1.6171, 0.9543, 1.4282], [1.8952, 0.1536, -1.5956], [-0.2986, -1.2972, 0.9223], [-1.8103, -1.6480, 0.0279], [-1.9261, 0.8570, -0.6573]],
  "forces_ev_per_a": [[1.43, -0.70, -1.29], [-1.93, -0.18, 0.66], [1.72, -0.47, 0.05], [0.37, 0.41, -0.04], [-0.56, 0.70, 0.94], [-1.06, 0.12, 0.24], [-0.35, -0.19, -0.08], [-0.01, -0.20, 0.02], [-0.18, 0.22, 0.05], [0.60, 0.45, -0.51], [-0.02, -0.16, -0.02]]
}

=====

What is the formula in the fifth record? C3H5NO2